Density functional theory data (ωB97M-V/def2-TZVPD) for 2 unconnected molecules or ions with the total composition C6H6INO at a distorted geometry.

Its HOMO-LUMO gap is 8.8 eV. The value obtained for the HOMO energy is -0.3154 hartree. The total energy comes out at -659.72116 Eh. As for the net charge: 0. For the relative energy (zero: lowest compared OMol25 entry of this formula, charge and spin), the calculation gives 403.4 kJ/mol.

Atoms and positions in Å:
C 0.60248 1.07154 0.91437
H -0.52050 2.39283 -0.39788
H 0.96032 -1.75801 -1.93632
N 0.14524 -3.14025 0.85313
H -1.64909 -2.26415 1.38966
H -1.27262 -0.02195 -1.99495
C -0.79404 -2.21750 0.75513
C -0.20773 1.35696 -0.07075
H 0.49250 0.22518 1.49674
C -0.59576 -1.37279 -0.34283
C -1.35754 -0.29057 -0.87339
I -3.31951 0.00996 0.04708
H 1.01857 2.05229 1.26632
C 0.44214 -1.99214 -1.01460
O 0.95725 -2.85274 -0.21317